(1)
Computed, not measured: a cluster of 2 separate species, C15H28BrN2O5S2 in total at a distorted geometry, with the ωB97M-V functional and the def2-TZVPD basis.

## Properties
Net charge: +1
HOMO energy (Eh): -0.4155
Kohn-Sham gap (eV): 8.368
Total energy (hartree): -4444.07116

```
53
Properties=species:S:1:pos:R:3:forces:R:3:mulliken_charge:R:1
C -1.156335 2.554887 1.367315 0.4 -0.5 -0.1 -1.02
C -0.230766 1.607445 1.118290 -0.2 0.5 -0.1 -0.74
C 1.256314 1.940113 0.972749 -0.3 -0.6 1.8 1.21
C 2.004176 1.897942 2.341005 0.2 0.5 -0.4 -2.28
C 2.980699 0.748808 2.616869 -0.3 -0.2 -0.3 1.70
N 3.954094 1.191201 3.613998 -0.4 -0.3 0.1 -0.77
C 3.606549 1.665772 4.669568 0.2 0.3 -0.2 0.36
S 3.185329 2.362920 5.990680 0.0 0.0 0.3 -0.36
C 2.416281 -0.626829 3.106281 0.3 -0.4 -0.4 -0.68
Br 0.504387 -0.565701 3.554813 0.0 0.1 0.0 -0.06
C 2.662359 -1.904569 2.298596 -0.5 -0.4 0.2 -1.09
C 1.965694 -2.069979 0.947592 0.2 -0.5 -0.1 -0.68
S 4.053192 0.723034 1.110764 1.8 1.2 0.6 1.44
O 4.636372 2.028879 1.097572 -0.4 0.0 -0.1 -0.69
O 4.957660 -0.377692 1.132181 -0.7 -0.5 -0.4 -0.67
O 3.120349 0.637971 -0.167314 -0.3 -0.7 0.6 -0.50
C 1.762680 1.073105 -0.182290 -0.6 0.5 -0.9 0.20
O 1.607697 1.800532 -1.375702 -0.2 0.2 0.3 -0.62
H -2.069517 2.608824 0.783562 -0.8 -0.7 1.1 0.25
H -0.970551 3.300660 2.134760 0.4 1.0 -1.0 0.31
H -0.528119 0.561903 1.026776 -0.1 0.1 -1.3 0.35
H 1.256404 2.973163 0.640192 0.4 0.0 -0.1 0.54
H 2.619199 2.794612 2.402738 0.1 0.0 -0.1 0.53
H 1.261065 2.002711 3.128134 0.1 -0.3 0.2 0.83
H 2.882193 -0.810847 4.068236 -0.1 0.1 0.1 0.59
H 3.727825 -2.114335 2.227264 0.1 0.3 -0.1 0.41
H 2.268319 -2.699191 2.935582 0.1 0.1 0.1 0.52
H 2.606284 -1.830634 0.101170 -0.1 0.3 0.0 0.31
H 1.012616 -1.544091 0.900578 0.0 0.1 0.0 -0.05
H 1.720859 -3.127655 0.828719 0.0 0.0 0.0 0.46
H 1.128792 0.192873 -0.282882 0.3 -0.3 0.3 -0.10
H 1.148126 1.254533 -2.017112 0.3 -0.1 -0.1 0.35
C -2.360714 -0.221296 -1.219458 -0.2 0.0 0.2 -1.39
N -3.283409 -0.446847 -2.379728 0.0 0.0 0.0 0.04
C -3.898236 0.870367 -2.739264 0.0 -0.1 0.0 -0.90
C -4.363951 -1.392129 -1.977835 0.0 0.0 0.0 -0.94
C -2.550746 -0.941413 -3.608679 0.1 0.0 0.0 -0.50
C -1.854477 -2.279885 -3.508351 0.2 -0.2 0.2 -0.61
O -0.826533 -2.220936 -2.531237 -0.2 0.1 0.1 -0.44
H -2.895065 0.367563 -0.475905 0.0 0.1 -0.1 0.51
H -2.089236 -1.173903 -0.784007 0.2 0.0 -0.1 0.43
H -1.483056 0.316475 -1.562074 0.0 0.0 0.0 0.57
H -4.444081 1.244636 -1.877813 0.0 0.0 0.0 0.39
H -4.576319 0.725915 -3.576291 0.0 0.0 0.0 0.43
H -3.105497 1.562029 -3.011830 0.0 0.0 0.0 0.38
H -3.919109 -2.334613 -1.674497 0.0 0.0 0.0 0.40
H -5.035672 -1.541482 -2.819696 0.0 0.0 0.0 0.36
H -4.900823 -0.962105 -1.136299 0.0 0.0 0.0 0.39
H -1.821727 -0.166775 -3.845090 0.0 0.0 0.0 0.39
H -3.297489 -0.986557 -4.400635 0.1 0.0 -0.1 0.41
H -1.415636 -2.479282 -4.489876 -0.1 0.0 -0.1 0.36
H -2.558272 -3.087254 -3.291696 -0.1 0.0 0.0 0.41
H -0.670175 -3.102869 -2.180423 0.2 0.0 -0.1 0.29
```
Positions in Å, forces in eV/Å.

(2)
Computed, not measured: the molecule C2H5N3O3 at a distorted geometry, with the ωB97M-V functional and the def2-TZVPD basis.

## Properties
Net charge: 0
HOMO energy (Eh): -0.3417
Kohn-Sham gap (eV): 9.728
Total energy (hartree): -469.00288

```
13
Properties=species:S:1:pos:R:3:forces:R:3:mulliken_charge:R:1
C 0.355934 1.042033 0.522226 -0.6 -0.7 -0.5 -0.78
N 0.626637 -0.251326 -0.177156 3.7 1.5 1.5 -0.33
N -0.205925 -0.717570 -1.025434 -4.3 -0.7 -2.1 -0.32
N 0.226578 -1.161483 -2.104704 0.3 -0.2 0.5 1.12
O 1.388497 -1.255153 -2.505539 -0.3 0.0 0.2 -0.72
O -0.736003 -1.781993 -2.986414 2.0 -0.1 -2.0 -0.32
C -1.950499 -2.175083 -2.603190 -1.1 0.5 2.7 0.31
O -2.634304 -2.917659 -3.253672 0.9 1.1 0.7 -0.46
H 1.238448 1.335065 1.046723 1.0 0.4 -0.5 0.36
H -0.088092 1.817405 -0.112457 0.6 -0.2 -0.2 0.30
H -0.295023 0.968692 1.366488 -1.0 -0.8 0.3 0.29
H 1.571341 -0.338476 -0.581634 -0.1 0.5 0.6 0.28
H -2.077423 -1.646095 -1.575343 -1.0 -1.3 -1.3 0.27
```
Positions in Å, forces in eV/Å.

(3)
Computed, not measured: the molecule C2H5FO2 at a distorted geometry, with the ωB97M-V functional and the def2-TZVPD basis.

## Properties
Net charge: 0
HOMO energy (Eh): -0.4071
Kohn-Sham gap (eV): 11.869
Total energy (hartree): -329.52540

```
10
Properties=species:S:1:pos:R:3:forces:R:3:mulliken_charge:R:1
C -0.658955 -0.464201 0.168634 -0.6 0.9 -0.3 -1.30
C 0.772300 -0.181101 -0.019580 2.3 3.0 -2.1 0.97
O 1.183213 -0.613276 -1.272064 0.9 0.5 0.3 -0.51
O 1.202272 1.412762 -0.070124 -1.5 -2.2 1.8 -0.59
F 1.491717 -0.759674 0.981187 0.0 0.4 -0.3 -0.27
H -0.837515 -0.477034 1.190459 -0.4 -0.1 2.0 0.37
H -1.349040 0.237192 -0.240058 0.0 1.1 -0.5 0.36
H -1.023028 -1.364901 -0.244525 0.4 -1.4 -0.5 0.35
H 2.059261 -0.243877 -1.601553 -1.6 -0.3 1.3 0.34
H 0.921111 1.966046 0.741216 0.5 -1.8 -1.6 0.29
```
Positions in Å, forces in eV/Å.

(4)
Computed, not measured: a structure of composition C6H8EuO6 at a distorted geometry, with the ωB97M-V functional and the def2-TZVPD basis.

## Properties
Net charge: +2
HOMO energy (spin up / spin down) (Eh): -0.5786 / -0.5786
Spin multiplicity: 8
Kohn-Sham gap (spin up / spin down) (eV): 6.472 / 6.690
Total energy (hartree): -1394.58547

```
21
Properties=species:S:1:pos:R:3:forces:R:3:lowdin_spin:R:1
O 1.315917 -1.072125 2.782824 0.4 0.1 0.6 -0.02
C 1.057209 -0.925740 1.583062 -0.3 0.2 -0.6 0.00
O 1.055076 -2.069350 0.898114 -0.3 -1.0 -1.0 0.00
O 0.851009 0.211136 1.044001 0.0 -0.3 0.6 0.00
C 0.760856 0.409366 -0.404631 -0.1 0.4 -0.8 0.00
C -0.316113 -0.405080 -1.045232 0.0 -0.4 0.0 0.00
C -0.110419 -1.087641 -2.178077 0.1 -0.2 0.5 0.00
C -1.199176 -1.814125 -2.907584 -0.1 0.0 -0.1 0.00
Eu 2.194645 -3.167455 3.287360 -0.2 0.3 -0.1 7.02
H 1.751342 0.223857 -0.837749 -0.2 0.0 0.1 0.00
H 0.542948 1.479524 -0.480093 0.1 -0.2 0.1 0.00
H -1.306903 -0.371964 -0.581524 0.2 0.1 -0.2 0.00
H 0.887318 -1.131958 -2.627091 -0.3 0.1 0.0 0.00
H -1.541376 -1.187032 -3.741379 0.1 -0.2 0.2 0.00
H -2.053960 -2.037629 -2.258822 0.2 0.1 -0.1 0.00
O -0.737907 -3.015908 -3.540659 1.1 1.0 -0.4 0.00
C -0.631864 -4.157974 -2.886475 -3.8 -2.1 -1.7 0.00
O -0.799410 -5.226376 -3.432955 1.8 0.9 0.2 0.00
H -1.160355 -4.974636 -1.325014 0.5 1.3 -0.3 0.00
O -0.869116 -4.052135 -1.582234 0.4 -0.7 2.4 0.00
H 0.551263 -2.136799 0.022870 0.5 0.7 0.7 0.00
```
Positions in Å, forces in eV/Å.

(5)
Computed, not measured: a cluster of 11 separate species, C5H31NO12 in total at a distorted geometry, with the ωB97M-V functional and the def2-TZVPD basis.

## Properties
Net charge: 0
HOMO energy (Eh): -0.3391
Kohn-Sham gap (eV): 9.428
Total energy (hartree): -1166.72804

```
49
Properties=species:S:1:pos:R:3:forces:R:3:mulliken_charge:R:1
C 2.377480 -0.876520 -0.763988 -0.7 -0.4 -1.0 -1.58
C 1.293515 -0.273276 0.119518 -0.7 2.3 -1.7 0.49
C 1.101983 1.248890 -0.426878 1.9 -1.1 0.2 -0.41
C 2.326464 1.969688 0.077857 0.4 0.7 -0.4 -0.20
O 3.421751 2.053559 -0.441341 -0.6 -0.3 0.0 -0.55
N -0.046620 -0.842103 -0.017288 0.4 -1.4 2.1 0.14
C -0.221137 -1.973060 0.917308 -1.7 0.5 -1.1 -0.68
O 0.576850 -3.095624 0.675495 1.0 -0.2 0.6 -0.54
H 1.921772 -1.095512 -1.733556 -0.2 0.0 -0.1 0.42
H 3.140423 -0.149207 -1.033974 0.4 -0.3 0.5 0.41
H 2.732289 -1.848450 -0.424199 0.4 0.3 0.3 0.32
H 1.659325 -0.271158 1.137580 -0.7 0.1 0.0 0.25
H 0.217087 1.809983 -0.148881 -0.2 -0.4 0.5 0.30
H 1.107914 1.060103 -1.496160 0.0 0.6 -0.2 0.34
H 2.224368 2.464735 1.064123 -0.4 -0.1 0.1 0.44
H -0.271811 -1.197478 -0.943022 0.3 0.4 -0.1 -0.03
H -0.104903 -1.667559 1.956583 0.5 0.2 -0.1 0.22
H -1.290821 -2.204294 0.851185 0.0 -0.4 -0.2 0.39
H 0.529383 -3.394908 -0.258271 -0.4 0.5 0.4 0.42
O 2.407610 -1.400123 2.429570 0.6 -2.1 0.8 -0.54
H 3.055673 -1.842592 2.996631 0.4 0.6 0.4 0.27
H 2.097542 -2.248844 2.030056 -0.6 0.9 -0.5 0.18
O -2.299306 2.652179 -2.706464 -0.4 0.5 0.1 -0.75
H -1.828751 2.680087 -1.863795 -0.1 0.0 0.0 0.34
H -3.242018 2.733028 -2.453497 0.6 -0.5 -0.2 0.33
O -2.118745 -2.308039 -3.218338 -1.0 -0.9 -0.2 -0.74
H -1.508105 -1.569251 -3.308090 -0.4 0.8 -0.6 0.36
H -2.861191 -2.327090 -3.874419 1.5 0.5 0.8 0.29
O -0.340637 -3.831009 -1.727079 -0.3 -0.7 0.0 -0.66
H -0.992932 -3.399155 -2.321682 0.0 -0.3 0.2 0.37
H -0.757095 -4.646173 -1.380368 0.2 0.7 -0.5 0.32
O -2.431613 1.063248 0.482607 1.1 0.0 0.6 -0.70
H -1.544327 0.646698 0.393873 -0.7 -0.5 -0.6 0.34
H -2.171893 1.708655 1.182784 -0.8 0.2 -0.5 0.40
O -4.352518 1.120911 -1.547712 0.1 -0.5 0.8 -0.65
H -4.195054 0.171555 -1.699537 -0.1 0.6 0.0 0.28
H -3.923858 1.251726 -0.663785 -0.1 -0.2 -0.8 0.38
O -0.800233 0.462482 -3.150411 0.5 -0.9 -0.3 -0.61
H -1.582390 0.999739 -3.018275 -0.8 0.6 0.4 0.40
H -0.451297 0.853826 -3.953221 0.3 -0.1 -0.2 0.28
O 3.074040 1.349459 3.588986 -0.6 0.1 0.8 -0.66
H 3.585130 1.681092 2.860864 0.4 0.2 -0.6 0.32
H 2.917994 0.419927 3.408623 0.0 -0.2 -0.3 0.32
O -1.284424 2.772111 2.025456 0.5 0.0 1.0 -0.69
H -1.212470 3.658026 2.408535 -0.1 -0.4 -0.1 0.25
H -0.938000 2.141698 2.731857 0.0 1.1 -0.6 0.44
O 0.060752 1.379168 3.802042 0.1 0.6 0.3 -0.71
H 1.002942 1.667209 3.792379 -0.5 -0.9 -0.2 0.38
H -0.060136 0.441622 3.640343 0.7 -0.2 0.0 0.30
```
Positions in Å, forces in eV/Å.

(6)
Computed, not measured: the molecule C5H12N2O at a distorted geometry, with the ωB97M-V functional and the def2-TZVPD basis.

## Properties
Net charge: 0
HOMO energy (Eh): -0.3343
Kohn-Sham gap (eV): 9.953
Total energy (hartree): -382.41737

```
20
Properties=species:S:1:pos:R:3:forces:R:3:mulliken_charge:R:1
C -0.069735 0.383859 -3.127813 3.7 -2.7 1.0 -1.01
C -0.243904 -0.749709 -2.006660 1.7 1.9 0.3 -0.46
C 0.839181 -0.541215 -0.877717 0.4 -0.6 -0.1 -0.68
N 0.781274 0.685746 -0.072456 -1.4 0.3 -0.4 -0.14
C 0.228053 0.722053 1.245642 -1.9 3.8 -2.4 0.58
O -0.202961 1.848939 1.587979 1.1 -2.6 0.4 -0.63
C -0.008304 -0.562389 2.035078 0.5 0.4 3.0 -0.69
N -1.211256 -1.308189 1.648099 3.6 -1.7 -2.8 -0.47
H -0.775283 0.218946 -3.899680 -0.8 0.5 -0.7 0.35
H 0.007980 1.373573 -2.668184 -0.6 -0.1 -0.4 0.32
H 1.028041 0.149735 -3.593804 -2.5 0.7 0.9 0.21
H 0.009492 -1.764150 -2.366321 -0.7 0.5 -0.2 0.31
H -1.214443 -0.658176 -1.517408 -0.1 -0.4 -0.2 0.32
H 0.726421 -1.452624 -0.236049 0.5 1.0 -0.3 0.28
H 1.862437 -0.489580 -1.324319 -0.7 -0.7 0.0 0.37
H 0.599540 1.552594 -0.726610 0.4 -2.0 2.6 0.23
H 0.946039 -1.096718 2.063188 -0.4 -0.6 -0.6 0.38
H -0.087939 -0.322682 3.190378 0.1 0.3 -2.3 0.32
H -1.923437 -1.130418 2.253425 -2.3 0.2 1.9 0.22
H -1.017025 -2.330498 1.480868 -0.6 1.8 0.5 0.20
```
Positions in Å, forces in eV/Å.